1.
The following is a quantum chemistry calculation of 13 unconnected molecules or ions with the total composition C43H84Cl8O27 at a distorted geometry, from the OMol25 dataset.

Atoms and positions in Å:
1 Cl -3.515 1.231 -20.911
2 Cl 2.332 4.624 -10.129
3 Cl 5.480 4.546 -13.148
4 Cl 1.789 6.365 -20.613
5 Cl 2.190 8.224 -23.398
6 Cl -4.520 9.817 -17.193
7 Cl -3.177 7.657 -20.617
8 Cl -1.308 2.859 -18.937
9 O 3.887 2.230 -18.981
10 O 3.706 2.874 -16.955
11 O -8.556 4.582 -20.803
12 O -2.762 2.796 -12.783
13 O -3.105 0.799 -13.800
14 O 6.413 8.216 -15.410
15 O 5.998 6.880 -17.194
16 O 2.424 3.866 -18.551
17 O -5.471 4.170 -14.128
18 O 2.067 8.422 -11.502
19 O 4.627 8.534 -16.514
20 O -3.582 5.934 -8.943
21 O -1.682 2.345 -14.548
22 O -0.665 5.914 -13.361
23 O 4.052 8.967 -10.557
24 O 0.941 4.836 -14.426
25 O 0.452 8.952 -15.889
26 O -6.492 4.051 -20.779
27 O 0.995 8.641 -18.035
28 O -7.051 6.206 -20.448
29 O -6.713 3.636 -12.500
30 O -0.606 6.086 -15.509
31 O -1.172 8.860 -17.373
32 O -4.817 5.575 -10.832
33 O -5.438 4.645 -9.061
34 O -7.425 3.140 -14.577
35 O 4.053 8.145 -12.530
36 C -0.759 8.952 -15.108
37 C -0.061 5.845 -16.807
38 C 3.664 8.316 -17.519
39 C -5.114 4.317 -20.562
40 C 0.164 8.768 -17.192
41 C -5.493 4.451 -7.640
42 C 7.771 7.829 -15.329
43 C -3.719 8.642 -18.192
44 C -1.007 1.437 -20.007
45 C 4.312 1.086 -21.040
46 C -3.613 2.476 -11.671
47 C -7.333 5.060 -20.628
48 C 3.452 9.157 -9.262
49 C 3.657 7.840 -8.529
50 C 0.656 7.943 -22.522
51 C 5.686 7.753 -16.434
52 C -5.065 4.108 -15.480
53 C -7.848 3.082 -11.821
54 C -3.730 4.831 -15.607
55 C -4.025 6.306 -11.766
56 C 3.907 4.413 -12.366
57 C -0.002 5.603 -14.443
58 C 0.917 7.869 -21.044
59 C 8.086 6.445 -14.749
60 C -4.787 4.003 -19.088
61 C 3.236 3.047 -18.192
62 C 3.263 8.537 -11.542
63 C 3.415 7.754 -13.758
64 C -1.310 1.627 -15.709
65 C -1.215 6.073 -17.781
66 C 3.623 2.269 -20.378
67 C -1.816 1.552 -21.286
68 C -9.633 5.492 -20.714
69 C -2.642 1.894 -13.743
70 C -4.496 5.463 -9.559
71 C -1.779 9.313 -16.166
72 C 3.159 3.599 -15.853
73 C -2.795 1.835 -10.583
74 C 3.918 4.707 -10.876
75 C -4.280 8.651 -19.603
76 C -4.995 3.044 -7.328
77 C -0.377 5.118 -12.211
78 C -6.654 3.623 -13.816
79 H -2.211 1.478 -16.311
80 H -0.560 2.130 -16.312
81 H 0.691 4.963 -12.143
82 H -4.945 5.399 -20.598
83 H -0.911 4.179 -12.363
84 H -3.980 3.434 -11.308
85 H 3.973 0.120 -20.660
86 H 1.465 8.727 -20.669
87 H -4.351 9.643 -20.045
88 H -5.358 4.675 -18.450
89 H -0.598 9.714 -14.347
90 H -0.866 0.677 -15.389
91 H 4.039 3.148 -20.873
92 H -3.429 1.408 -9.797
93 H -4.625 6.457 -12.654
94 H 2.422 9.502 -9.187
95 H 4.662 4.136 -10.325
96 H -3.972 2.947 -6.969
97 H -2.281 0.898 -10.824
98 H 2.108 3.337 -15.748
99 H -4.467 1.849 -11.923
100 H -0.889 6.751 -18.574
101 H -3.025 4.561 -14.818
102 H -5.674 2.622 -6.581
103 H -1.809 10.408 -16.197
104 H 9.140 6.415 -14.471
105 H 4.720 7.609 -8.577
106 H 0.078 8.851 -22.699
107 H -0.816 7.984 -14.611
108 H 3.216 5.097 -12.860
109 H 3.509 3.418 -12.567
110 H -1.889 6.782 -17.291
111 H -0.033 7.868 -20.508
112 H -7.630 2.125 -11.360
113 H -1.721 2.547 -21.716
114 H 3.691 3.359 -14.938
115 H -5.290 8.244 -19.646
116 H -5.774 4.611 -16.142
117 H 3.031 7.051 -8.934
118 H -9.436 6.469 -21.158
119 H -1.792 5.261 -18.201
120 H 2.774 8.902 -17.312
121 H 0.171 7.092 -22.986
122 H -2.675 8.942 -18.226
123 H -3.599 7.223 -11.357
124 H 2.566 7.094 -13.616
125 H -4.439 3.961 -21.335
126 H 4.219 7.233 -14.285
127 H 3.251 8.603 -14.419
128 H 4.249 5.747 -10.803
129 H -8.658 3.005 -12.549
130 H -4.761 2.971 -18.744
131 H -1.424 0.864 -22.034
132 H 3.198 4.676 -16.014
133 H -5.069 2.351 -8.166
134 H -10.045 5.523 -19.711
135 H 4.133 1.088 -22.115
136 H -8.120 3.881 -11.134
137 H 8.367 8.041 -16.215
138 H 3.998 8.677 -18.503
139 H -3.745 4.312 -18.930
140 H -4.929 3.047 -15.724
141 H -3.146 4.644 -16.504
142 H 2.549 2.279 -20.558
143 H 3.347 7.965 -7.487
144 H -2.793 8.961 -16.011
145 H -1.177 0.553 -19.404
146 H -0.768 5.562 -11.299
147 H -3.999 5.886 -15.500
148 H -3.170 5.652 -11.972
149 H 0.055 1.547 -20.226
150 H -2.064 2.500 -10.123
151 H 0.331 4.839 -16.936
152 H 7.458 6.209 -13.897
153 H 8.204 8.476 -14.562
154 H 3.439 7.283 -17.762
155 H -6.521 4.591 -7.309
156 H -4.960 5.249 -7.122
157 H -3.910 7.655 -17.779
158 H 8.001 5.684 -15.529
159 H 0.752 6.525 -17.059
160 H -10.403 5.137 -21.405
161 H 4.030 9.918 -8.737
162 H 5.392 1.102 -20.893

Its total energy is -201415.4289 eV.

***

2.
The following is a quantum chemistry calculation of 8 unconnected molecules or ions with the total composition C43H84N12O13PS3 at a distorted geometry, from the OMol25 dataset.

Atoms and positions in Å:
1 S -6.703 2.371 4.213
2 S 2.265 2.897 2.882
3 S -0.145 -2.515 5.988
4 P -0.716 -0.847 6.836
5 O -1.722 -1.310 8.172
6 O -6.915 -6.030 6.763
7 O -1.122 1.278 -2.118
8 O -7.354 1.249 3.337
9 O 3.036 -0.512 -2.173
10 O 0.431 -2.375 -7.681
11 O -0.439 5.894 0.871
12 O -7.007 -3.761 7.831
13 O 0.751 -0.195 7.605
14 O 4.454 2.980 -2.997
15 O 7.598 0.365 -4.702
16 O -7.063 2.275 5.716
17 O 4.180 -5.203 -4.270
18 N -4.222 1.197 3.389
19 N -0.661 -0.576 -6.716
20 N 8.337 0.528 -6.889
21 N -2.808 0.617 5.430
22 N -0.581 1.924 3.562
23 N 0.496 7.335 2.422
24 N 4.575 4.977 -4.162
25 N 4.422 -1.117 -3.925
26 N -2.762 -0.772 3.250
27 N 0.872 0.146 4.254
28 N 2.181 -5.069 -5.430
29 N 0.643 2.527 -1.290
30 C -3.312 0.371 4.063
31 C 1.601 8.200 2.779
32 C 5.117 -2.177 -4.627
33 C 0.463 6.639 1.232
34 C -1.356 0.499 5.675
35 C 3.461 -5.529 -5.206
36 C -3.222 -3.287 2.509
37 C -4.817 2.438 4.008
38 C 1.392 -5.503 -6.564
39 C 3.178 5.291 -3.943
40 C -4.545 -0.951 6.689
41 C -6.336 -4.985 7.359
42 C 9.188 1.667 -6.609
43 C -4.698 -5.102 7.636
44 C 0.682 2.241 3.130
45 C -0.682 2.155 -1.386
46 C -6.029 -0.939 5.983
47 C 1.624 1.845 -2.108
48 C 7.602 -0.025 -5.863
49 C -0.732 0.369 -5.621
50 C 3.647 -1.360 -2.811
51 C 4.546 0.241 -4.412
52 C -4.615 -4.163 2.270
53 C -0.850 -5.291 -0.606
54 C 8.288 0.009 -8.240
55 C 1.604 -4.119 -4.501
56 C 5.388 5.905 -4.920
57 C -0.608 0.504 4.174
58 C -0.960 -0.268 1.538
59 C -3.745 0.514 6.560
60 C -6.616 -2.432 5.606
61 C 1.086 3.578 -0.398
62 C -1.957 -3.654 1.535
63 C -1.648 -0.495 -7.773
64 C -3.223 -2.127 3.695
65 C -2.104 -4.858 0.413
66 C -1.270 -0.618 3.145
67 C -3.501 -5.737 0.192
68 C -0.610 7.198 3.347
69 C 5.086 3.806 -3.645
70 C -7.672 -3.048 6.698
71 C 0.315 -1.547 -6.785
72 C -4.774 -5.374 1.158
73 H 1.605 0.777 -1.871
74 H 9.706 1.995 -7.515
75 H -0.809 -1.708 3.297
76 H -1.341 2.737 -0.721
77 H 1.309 0.430 5.151
78 H -4.631 3.321 3.226
79 H -5.994 -0.327 4.985
80 H -0.444 7.805 4.241
81 H -8.289 -3.898 6.130
82 H -4.262 2.801 4.998
83 H -1.000 1.538 6.151
84 H -4.166 -5.577 6.700
85 H 8.572 2.484 -6.221
86 H 1.223 9.216 2.926
87 H 0.206 -5.116 -0.133
88 H 1.947 -6.217 -7.180
89 H -3.151 0.777 7.563
90 H 0.478 -5.980 -6.198
91 H -1.137 -0.326 -8.726
92 H 1.362 1.976 -3.163
93 H 3.801 -6.246 -5.972
94 H 9.921 1.385 -5.847
95 H 4.974 0.865 -3.621
96 H 2.918 6.245 -4.410
97 H 2.363 8.211 1.995
98 H 2.990 5.344 -2.866
99 H 1.012 -1.519 -5.932
100 H 1.564 4.365 -0.988
101 H 5.389 6.873 -4.410
102 H -1.531 7.517 2.851
103 H 4.960 6.018 -5.920
104 H 2.625 2.245 -1.925
105 H 6.190 -1.965 -4.615
106 H -0.709 6.145 3.630
107 H -4.633 1.313 6.544
108 H -3.608 -6.600 -0.619
109 H -1.641 -0.968 0.852
110 H -4.478 -5.759 8.585
111 H 2.232 -3.224 -4.470
112 H 1.808 3.160 0.310
113 H -7.225 3.597 3.687
114 H 6.156 3.666 -3.870
115 H -4.744 -1.069 7.860
116 H -4.341 -3.995 7.847
117 H -1.698 0.258 -5.120
118 H -7.177 -2.303 4.562
119 H 4.761 -2.209 -5.661
120 H 7.610 -0.846 -8.310
121 H 2.049 7.837 3.709
122 H 3.552 0.622 -4.663
123 H 5.188 0.278 -5.297
124 H 0.590 -3.847 -4.806
125 H 1.133 -4.631 -7.170
126 H 2.562 4.493 -4.369
127 H 0.194 -0.464 1.382
128 H -5.684 -3.110 5.380
129 H -0.641 1.383 -6.021
130 H -4.371 -2.013 4.006
131 H -2.189 -1.445 -7.828
132 H 0.069 0.195 -4.898
133 H -5.845 -5.886 1.107
134 H -6.785 -0.487 6.788
135 H -1.006 -6.461 -0.781
136 H -4.506 0.974 2.392
137 H 6.417 5.546 -5.009
138 H 0.540 0.669 8.068
139 H -1.007 -4.789 -1.653
140 H 9.293 -0.305 -8.536
141 H -1.282 0.841 1.256
142 H -8.484 -2.276 7.079
143 H 1.353 6.816 0.605
144 H 3.622 -2.425 -2.527
145 H -2.687 -2.578 4.631
146 H 6.991 -0.885 -6.186
147 H 7.939 0.799 -8.911
148 H 4.936 -3.146 -4.155
149 H -3.868 -1.864 6.394
150 H 1.065 -0.838 3.981
151 H -1.215 -1.190 9.037
152 H -0.945 -3.070 1.602
153 H -2.353 0.319 -7.583
154 H -5.527 -3.869 2.969
155 H 1.580 -4.567 -3.502
156 H 0.246 4.004 0.157

Its charge is +1. Its total energy is -132221.1810 eV.

***

3.
The following is a quantum chemistry calculation of 8 unconnected molecules or ions with the total composition C43H85IN3O16P2S at a distorted geometry, from the OMol25 dataset.

Atoms and positions in Å:
1 I 3.382 -1.349 2.404
2 S -3.789 1.081 4.231
3 P -0.908 -1.175 1.376
4 P 1.482 2.062 0.339
5 O 1.529 -1.666 -9.436
6 O 5.033 1.356 0.974
7 O 2.966 -2.663 -5.275
8 O 0.046 0.302 -1.393
9 O -2.477 -0.466 1.166
10 O -1.642 -3.862 -2.872
11 O 2.033 7.364 4.005
12 O 0.275 1.491 1.494
13 O -3.325 -3.194 5.179
14 O -0.277 0.301 -2.723
15 O 4.951 3.652 0.888
16 O -0.924 -2.576 2.380
17 O 2.257 0.510 0.277
18 O -5.846 -7.921 7.105
19 O 1.767 8.201 -1.576
20 O 2.754 2.544 -0.814
21 N 2.994 0.923 -2.827
22 N 0.918 3.713 0.137
23 N 1.315 -1.788 0.414
24 C 2.567 9.629 4.450
25 C 2.964 1.558 -1.790
26 C 2.494 -4.654 -1.537
27 C 4.319 2.369 1.156
28 C 0.671 8.191 -3.675
29 C -2.014 1.405 3.726
30 C 1.766 -0.532 1.157
31 C 1.320 -0.534 -8.578
32 C 0.732 8.860 -2.316
33 C 2.819 2.412 1.706
34 C -4.453 -3.958 5.628
35 C -6.550 -10.139 7.552
36 C 0.168 1.698 -1.034
37 C -2.630 -2.857 -4.778
38 C 0.359 4.369 1.099
39 C -4.689 -8.770 7.103
40 C 2.149 7.009 -2.278
41 C 1.181 5.651 1.708
42 C 3.425 -3.004 -6.588
43 C 0.498 0.467 -9.366
44 C 1.490 -3.394 -1.515
45 C -4.025 -5.412 5.628
46 C -1.092 0.173 4.176
47 C -2.167 -4.041 5.176
48 C -2.545 -5.305 5.922
49 C 0.665 -1.545 -10.573
50 C -5.071 -10.034 7.848
51 C 0.368 0.108 3.516
52 C 5.071 -1.629 -5.618
53 C -1.135 4.265 1.703
54 C -1.518 -3.770 -4.297
55 C -6.975 -8.684 7.552
56 C 1.171 7.833 5.050
57 C 4.478 -1.982 -6.964
58 C 2.148 -2.059 -0.798
59 C 3.855 -1.682 -4.715
60 C -2.804 -1.932 -3.597
61 C 1.828 9.064 5.642
62 C 3.016 8.372 3.733
63 C -0.318 -0.435 -10.263
64 C 1.104 6.778 -3.351
65 C -2.568 -2.863 -2.427
66 C 0.422 0.094 1.908
67 H 2.283 -0.128 -8.261
68 H -6.700 -10.572 6.558
69 H 1.023 7.041 5.788
70 H 0.942 1.059 3.858
71 H 0.896 -0.799 4.011
72 H 0.171 -2.502 -10.762
73 H -0.532 -3.347 -4.521
74 H -1.254 0.483 -2.770
75 H 3.396 10.287 4.717
76 H -5.308 -3.772 4.973
77 H -0.207 8.731 -1.767
78 H -1.716 -0.786 4.076
79 H 3.268 -2.257 -0.565
80 H -2.157 -2.349 -1.556
81 H 1.815 6.108 0.850
82 H -3.910 -0.306 4.411
83 H 0.261 6.217 -2.936
84 H -3.849 -8.247 7.566
85 H 2.687 3.423 2.219
86 H 5.209 -2.366 -7.679
87 H -4.434 -8.985 6.059
88 H 2.495 -5.070 -2.621
89 H -1.678 -3.173 2.190
90 H 1.395 8.654 -4.353
91 H -4.574 -6.017 6.352
92 H -2.390 -5.165 6.997
93 H 1.143 -3.096 -2.570
94 H 5.574 -0.660 -5.599
95 H -0.999 3.857 2.781
96 H 2.120 -1.249 -1.600
97 H 0.332 2.331 -1.978
98 H -7.100 -10.744 8.275
99 H 5.794 -2.396 -5.319
100 H -1.173 -0.836 -9.708
101 H 3.137 7.183 -2.718
102 H 2.582 -3.013 -7.283
103 H -1.576 -4.769 -4.736
104 H 1.491 6.228 -4.210
105 H 0.409 6.459 2.000
106 H 4.164 4.251 0.766
107 H 1.873 10.192 3.817
108 H -4.916 -9.895 8.923
109 H -0.843 2.069 -0.591
110 H -1.678 2.319 4.347
111 H 3.977 8.015 4.119
112 H -3.080 -0.963 1.784
113 H -0.919 0.301 5.318
114 H 0.952 9.928 -2.385
115 H -1.969 -6.176 5.605
116 H 2.055 -5.511 -0.896
117 H 3.329 -0.724 -4.700
118 H -3.547 -3.434 -4.937
119 H -1.912 -4.256 4.133
120 H 1.286 -1.296 -11.441
121 H 1.795 5.385 2.631
122 H 1.157 1.097 -9.972
123 H -1.559 5.334 1.857
124 H -7.829 -8.497 6.897
125 H -3.780 -1.443 -3.561
126 H 2.544 8.770 6.417
127 H -0.106 1.116 -8.729
128 H 0.202 8.078 4.601
129 H 1.589 -2.544 1.080
130 H -4.175 -5.846 4.634
131 H 0.570 -3.701 -0.909
132 H 2.766 1.629 2.561
133 H 3.106 8.514 2.653
134 H 2.221 6.175 -1.576
135 H -0.697 0.062 -11.159
136 H 3.563 -4.397 -1.210
137 H -1.327 -3.517 5.638
138 H -2.386 -2.342 -5.710
139 H -4.496 -10.905 7.530
140 H -7.229 -8.345 8.563
141 H -2.032 -1.157 -3.619
142 H -4.707 -3.619 6.638
143 H -1.843 3.625 1.080
144 H 1.112 9.759 6.085
145 H -0.317 8.252 -4.137
146 H -2.030 1.629 2.610
147 H 4.002 -1.099 -7.402
148 H 3.850 -4.014 -6.542
149 H 0.779 -0.881 -7.692
150 H 4.106 -1.958 -3.688
151 H -3.494 -3.369 -2.130

The value obtained for the energy above the lowest of the compared OMol25 structures with the same formula, charge and spin is 0.0 kcal/mol. Its charge is -1. Its total energy is -120702.7693 eV.